DFT (ωB97M-V/def2-TZVPD) results for 10 unconnected molecules or ions with the total composition C18H33F14N13O28S14 in a non-equilibrium geometry.

Summary:
energy relative to the best compared isomer or geometry (same formula, charge and spin) = 9.941 eV
DFT total energy = -10496.53474 a.u.
gap between HOMO and LUMO = 4.309 eV
charge = -4
molecular weight = 1594.43 g/mol

```
120
C18H33F14N13O28S14 ωB97M-V/def2-TZVPD
C -0.29435 -2.84251 1.66219
C 0.91885 -1.99770 1.28771
N 0.58303 -0.62954 0.98504
C 1.57486 0.28795 0.55934
C 0.81274 1.52076 0.33791
N -0.49803 1.29767 0.56886
C -0.62982 0.01739 1.07289
C -1.57712 2.27703 0.43299
H -0.82437 -2.41489 2.51326
H 0.09045 -3.84284 1.86060
H -0.98039 -3.08598 0.85090
H 1.54668 -2.50353 0.55418
H 1.51655 -1.98109 2.19908
H 2.60671 -0.01696 0.46597
H 1.15578 2.51083 0.07620
H -1.57937 -0.42186 1.34087
H -2.28813 1.79554 -0.23837
H -1.27351 3.26398 0.08392
H -2.13217 2.31119 1.37046
C -7.50866 4.60846 0.78680
C -7.95670 4.41602 -0.65905
N -9.23071 3.79355 -0.63278
C -10.45760 4.46326 -0.68906
C -11.42335 3.48708 -0.60718
N -10.85654 2.21673 -0.54734
C -9.48306 2.41519 -0.53062
C -11.57662 1.00775 -0.56650
H -6.68487 5.32127 0.82366
H -7.03793 3.74014 1.24781
H -8.22822 5.05219 1.47488
H -7.36051 3.79055 -1.32345
H -8.20029 5.36468 -1.13740
H -10.65573 5.52375 -0.73898
H -12.49355 3.60824 -0.52724
H -8.75541 1.61750 -0.50580
H -12.62775 1.16357 -0.32374
H -11.17451 0.33797 0.19363
H -11.48134 0.56919 -1.55982
C 5.74293 -5.20863 -6.49715
C 4.52666 -4.95082 -7.42266
N 3.59246 -3.93711 -6.91250
C 3.32355 -2.72100 -7.53567
C 2.55199 -2.03477 -6.73678
N 2.00703 -2.91437 -5.75743
C 2.60803 -4.11602 -5.94189
C 0.97565 -2.48602 -4.76050
H 5.22627 -5.68084 -5.66159
H 6.15810 -4.29079 -6.08084
H 6.42115 -5.84106 -7.06999
H 3.97869 -5.89174 -7.47265
H 4.87230 -4.62897 -8.40503
H 3.82900 -2.46146 -8.45413
H 2.23271 -1.00408 -6.69048
H 2.36782 -5.07798 -5.51372
H 1.13689 -2.83093 -3.73916
H 0.02635 -2.96697 -4.99632
H 0.84459 -1.40699 -4.84168
N 3.33354 -6.77875 7.56579
S 3.25322 -8.08683 6.83942
O 4.27753 -8.35646 5.78757
O 1.96642 -8.74534 6.81638
F 3.94869 -8.91936 8.10423
S 2.64485 -5.92369 6.27616
O 1.18808 -5.97763 5.99760
O 3.54082 -5.67671 5.18946
F 2.66214 -4.47377 6.99060
N 2.61428 3.19292 4.96225
S 3.63639 1.92212 5.47982
O 4.18409 1.06708 4.40341
O 3.50897 1.39688 6.85183
F 4.78325 2.96599 5.63658
S 1.32658 2.57049 5.55717
O 0.93873 3.00966 6.89216
O 0.99318 1.21726 5.12881
F 0.27331 3.40128 4.63387
N 0.32366 8.28456 4.55196
S -0.66779 8.73665 5.85887
O -1.55029 7.73044 6.45359
O -1.19207 10.12241 5.90043
F 0.52604 8.68875 6.91177
S -0.79268 8.56918 3.53885
O -0.74372 9.84945 2.84045
O -2.14260 7.93838 3.63594
F -0.21212 7.60232 2.36530
N 5.24732 8.15356 1.33903
S 5.93805 9.70886 1.07875
O 5.01893 10.84328 0.99555
O 7.16773 9.85577 0.33860
F 6.42473 9.88040 2.64306
S 5.53369 7.68880 -0.05570
O 6.70606 6.87281 -0.20377
O 5.19799 8.50495 -1.24456
F 4.26979 6.65826 -0.06885
N 2.56017 -8.67119 -3.75054
S 3.25058 -8.45520 -2.26624
O 4.42452 -7.61507 -2.29332
O 3.20785 -9.57779 -1.27642
F 2.20008 -7.36137 -1.70775
S 3.32578 -9.81970 -4.20979
O 2.80250 -11.16903 -3.98148
O 4.76905 -9.67581 -4.38035
F 2.87370 -9.56231 -5.74569
N 6.05978 -0.36194 -1.67615
S 5.50296 0.16326 -2.96008
O 4.06804 0.20933 -3.11298
O 6.35832 -0.05962 -4.07565
F 5.74269 1.72822 -2.69177
S 5.68547 -1.99717 -1.89723
O 6.77302 -2.85839 -2.35818
O 4.38528 -2.35396 -2.40823
F 5.52755 -2.46341 -0.38740
N -5.55197 -0.22267 0.60062
S -6.09626 -1.28047 1.46601
O -5.30387 -2.51339 1.67629
O -7.54449 -1.32776 1.65371
F -5.58343 -0.51037 2.81078
S -5.45939 -1.30254 -0.74902
O -6.75014 -1.83065 -1.23306
O -4.24821 -2.06301 -0.89149
F -5.06358 -0.13398 -1.81860
```

---

DFT (ωB97M-V/def2-TZVPD) results for a molecular structure, C18H33F3N3O10STi in a non-equilibrium geometry.

Summary:
energy relative to the best compared isomer or geometry (same formula, charge and spin) = 6.430 eV
DFT total energy = -3169.45388 a.u.
multiplicity = 4
gap between HOMO and LUMO (spin up / spin down) = 6.819 / 7.464 eV
molecular weight = 588.40 g/mol

```
69
C18H33F3N3O10STi ωB97M-V/def2-TZVPD
Ti -1.06188 -0.15977 -0.27873
C 4.97875 1.23921 2.00893
F 5.32544 0.26806 1.19632
F 5.80768 1.13569 3.03750
F 5.10706 2.43953 1.48234
S 3.18181 0.91785 2.61705
O 3.16510 -0.40403 3.19845
O 2.99467 1.98271 3.57649
O 2.35748 1.00532 1.40558
C -5.15582 -3.11732 -1.79099
C -5.37686 -1.72306 -2.31389
O -4.57064 -0.79814 -1.98951
N -6.38863 -1.43514 -3.06139
C -6.79372 -0.13602 -3.56691
H -4.08492 -3.30795 -1.72073
H -5.69578 -3.88593 -2.34395
H -5.52644 -3.21806 -0.77089
H -7.12053 -2.13082 -3.08245
H -7.57276 -0.32700 -4.30496
H -5.87361 0.25926 -3.99728
H -7.14774 0.52495 -2.77578
C 3.10380 -4.03000 -2.54468
C 2.32513 -3.42070 -1.44006
O 1.38048 -2.77514 -1.76720
N 2.59703 -3.60478 -0.17554
C 3.81303 -4.22925 0.36420
H 2.87501 -3.50489 -3.47205
H 2.81065 -5.07438 -2.65160
H 4.17015 -4.04530 -2.31939
H 1.94108 -3.29441 0.52696
H 3.56803 -4.51665 1.38668
H 4.63314 -3.51478 0.43533
H 4.08580 -5.15938 -0.13435
C -1.97366 -5.46125 3.05245
C -1.16890 -4.12383 3.09721
O -1.47013 -3.23842 2.27134
N -0.12650 -3.93184 3.86862
C 0.33492 -4.96231 4.80272
H -2.31346 -5.65873 4.06915
H -1.27525 -6.24516 2.75951
H -2.84772 -5.44630 2.40140
H 0.49262 -3.13538 3.81910
H 0.82729 -5.82774 4.35922
H -0.53164 -5.28867 5.37775
H 1.09792 -4.60348 5.49350
O 0.70192 3.06573 -2.54964
C 1.73364 3.43463 -3.14478
O 1.72747 3.74031 -4.46250
C 2.95038 4.30650 -4.86902
C 3.72302 4.65570 -3.54027
C 3.09274 3.72945 -2.51392
H 2.74941 5.20380 -5.45432
H 3.55493 3.58165 -5.41419
H 3.48034 5.71601 -3.46984
H 4.80956 4.61789 -3.61825
H 2.96950 4.27372 -1.57761
H 3.64924 2.80025 -2.39145
O -2.69801 3.08658 1.31930
C -2.41174 4.27373 1.58455
O -3.39671 5.16251 1.61488
C -2.89685 6.46928 1.84801
C -1.54357 6.23281 2.39267
C -1.09506 4.92845 1.76075
H -3.51047 6.92451 2.62541
H -2.87294 7.17304 1.01599
H -1.62109 6.14701 3.47652
H -0.92568 7.06465 2.05450
H -0.45340 4.34362 2.41981
H -0.61417 5.03182 0.78805
```

---

DFT (ωB97M-V/def2-TZVPD) results for a molecular structure, C18H33F5MoN4O3PSSe.

Summary:
energy relative to the best compared isomer or geometry (same formula, charge and spin) = 0.000 eV
DFT total energy = -4858.82057 a.u.
gap between HOMO and LUMO = 7.504 eV
charge = +1
molecular weight = 686.42 g/mol

```
67
C18H33F5MoN4O3PSSe ωB97M-V/def2-TZVPD
Mo 0.71555 0.20829 -0.65068
N 2.81100 -0.48794 -0.23427
C 3.70184 0.57858 0.27618
C 2.89855 1.54264 1.12920
N 1.72793 2.05352 0.38338
C 2.15893 3.07917 -0.60305
C 1.40234 3.01007 -1.92443
N 1.36113 1.62178 -2.39784
C 0.73667 2.59791 1.33436
C -0.59519 2.82488 0.64772
N -0.96320 1.59779 -0.09808
H 2.75448 -1.24934 0.43798
H 3.20743 -0.88235 -1.08443
H 4.14836 1.08964 -0.57714
H 4.52197 0.16445 0.86505
H 3.53415 2.36581 1.47512
H 2.53250 1.01195 2.00715
H 3.21941 2.93252 -0.81102
H 2.06837 4.08119 -0.17085
H 1.88454 3.68834 -2.63459
H 0.37660 3.35716 -1.81509
H 2.25054 1.35888 -2.81104
H 0.67090 1.49155 -3.13826
H 1.09337 3.53122 1.78708
H 0.60012 1.85998 2.12476
H -0.54268 3.66856 -0.03856
H -1.35379 3.07283 1.39075
H -1.48777 1.84398 -0.93507
H -1.58069 1.02960 0.47496
F -5.70572 0.37736 -5.51296
C -4.43055 0.12823 -5.24115
C -3.71109 1.00692 -4.44421
F -4.29590 2.09929 -3.95063
C -2.38614 0.74058 -4.17466
F -1.70863 1.62308 -3.40563
C -1.74313 -0.39650 -4.66646
S -0.05440 -0.69061 -4.27264
C -2.48957 -1.25948 -5.45752
F -1.92903 -2.35970 -5.94613
C -3.81991 -1.00226 -5.75032
F -4.51419 -1.84213 -6.51215
Se -0.27502 -1.43741 -2.12648
C 1.17730 -1.62441 4.67480
C 1.41556 -0.81298 3.41562
O 1.08066 -1.56500 2.25164
P -0.00107 -1.10756 1.07805
O -0.65236 -2.56416 0.85103
C 0.12239 -3.68733 0.39156
C 0.33159 -4.68028 1.51405
O -1.20836 -0.43439 1.91590
C -2.10073 -1.20368 2.75815
C -2.63436 -0.29581 3.84060
H 1.51012 -1.06017 5.54597
H 1.73571 -2.55867 4.63184
H 0.12135 -1.85726 4.79658
H 2.47713 -0.55458 3.35563
H 0.83182 0.11295 3.44799
H 1.07430 -3.34053 -0.01897
H -0.44318 -4.13818 -0.42314
H 0.88464 -4.22428 2.33301
H 0.88982 -5.53974 1.14212
H -0.62938 -5.03153 1.88870
H -1.55849 -2.04924 3.17841
H -2.89925 -1.59878 2.13113
H -1.81796 0.11657 4.43521
H -3.29090 -0.85805 4.50386
H -3.20641 0.52707 3.41190
```